Entry 1:
DFT (ωB97M-V with the def2-TZVPD basis set) results for a molecular structure, C4H12BrFeO2.

Values from the calculation:
ΔE to the lowest compared entry with this formula, charge and spin	2.1808	eV
LUMO energy (alpha / beta)	-8.39 / -8.47	eV
E	-4147.374871	Ha

Geometry as ORCA input:
```
! RIJCOSX wB97M-V def2-TZVPD def2/J DEFGRID3
* xyz 1 5
Fe 2.369 2.168 2.755
Br 0.705 0.518 1.353
C 1.310 3.551 -3.441
C 0.565 2.570 -2.482
O 1.499 2.243 -1.404
H 2.119 2.969 -3.882
H 1.554 4.445 -2.867
H 0.751 4.069 -4.220
H 0.190 1.632 -2.892
H -0.252 3.045 -1.939
H 1.031 1.590 -0.878
C -2.225 -3.043 2.043
C -0.810 -3.653 2.441
O 0.159 -2.650 2.676
H -2.893 -3.900 2.131
H -2.212 -2.782 0.985
H -2.604 -2.280 2.722
H -0.430 -4.217 1.590
H -0.845 -4.221 3.371
H 0.018 -2.054 1.937
*
```

Entry 2:
DFT (ωB97M-V with the def2-TZVPD basis set) results for a gas-phase ion, C3H7FN3 (charge +1).

Values from the calculation:
ΔE to the lowest compared entry with this formula, charge and spin	2.9705	eV
LUMO energy	-4.13	eV
E	-382.283962	Ha

Geometry as ORCA input:
```
! RIJCOSX wB97M-V def2-TZVPD def2/J DEFGRID3
* xyz 1 1
H 0.001 0.375 -3.294
N -0.046 0.488 -2.320
C 0.697 -0.288 -1.641
F 1.539 -1.262 -1.995
N 0.674 -0.071 -0.252
N 0.099 -1.188 0.613
C -0.574 0.104 0.350
C -0.402 1.033 1.588
H 0.619 -1.260 1.460
H -0.244 -1.971 -0.006
H -1.516 0.219 -0.099
H -0.354 2.031 1.178
H 0.652 0.825 2.031
H -1.147 0.967 2.387
*
```

Entry 3:
DFT (ωB97M-V with the def2-TZVPD basis set) results for a molecular structure, C10H10CoN2O8P2S.

Values from the calculation:
ΔE to the lowest compared entry with this formula, charge and spin	0.8547	eV
LUMO energy (alpha / beta)	-2.62 / -2.61	eV
E	-3562.370416	Ha

Geometry as ORCA input:
```
! RIJCOSX wB97M-V def2-TZVPD def2/J DEFGRID3
* xyz 0 2
Co -0.748 0.443 1.276
O 0.440 2.937 3.159
P -1.157 2.626 3.371
O -1.582 3.030 4.708
O -1.338 1.185 2.915
O -1.786 3.552 2.207
P -1.564 3.272 0.624
O 0.003 3.590 0.454
O -2.406 4.094 -0.239
O -1.738 1.757 0.425
H 0.761 3.430 3.921
H 0.466 3.599 1.306
C -2.421 0.408 -1.815
C -1.149 -0.376 -1.725
C -0.822 -1.145 -2.846
C 0.345 -1.870 -2.907
C 1.210 -1.851 -1.816
C 2.468 -2.587 -1.856
C 3.103 -3.169 -0.823
C 2.573 -3.135 0.523
C 1.845 -2.113 0.972
S 0.899 -2.116 2.491
C 0.798 -1.074 -0.742
N -0.326 -0.365 -0.640
H -2.867 0.223 -2.789
H -2.253 1.472 -1.694
H -3.126 0.125 -1.035
H -1.502 -1.139 -3.683
H 0.595 -2.446 -3.789
H 2.869 -2.749 -2.851
H 3.977 -3.776 -1.014
H 2.721 -3.990 1.174
O 1.688 -0.927 0.298
N 0.026 -0.915 2.442
*
```

Entry 4:
DFT (ωB97M-V with the def2-TZVPD basis set) results for 2 unconnected molecules or ions with the total composition C4H9N2O.

Values from the calculation:
ΔE to the lowest compared entry with this formula, charge and spin	5.7682	eV
LUMO energy (alpha / beta)	-5.77 / -5.11	eV
E	-342.145292	Ha

Geometry as ORCA input:
```
! RIJCOSX wB97M-V def2-TZVPD def2/J DEFGRID3
* xyz 1 1
C 1.559 -0.302 -1.158
C -1.290 -0.698 -0.228
C 1.727 0.147 0.218
C -1.624 1.571 0.221
N 0.546 -0.680 -1.731
N -1.817 -1.882 -0.101
O -1.840 0.238 0.430
H 2.293 -0.462 -1.923
H 0.867 0.157 0.952
H 1.855 1.203 0.181
H 2.545 -0.294 0.756
H -2.450 2.009 -0.315
H -0.671 1.567 -0.397
H -1.283 2.062 1.127
H -1.375 -2.769 -0.293
H -2.803 -1.970 0.161
*
```